{"formula": "C3H2N2O4", "method": "ωB97M-V/def2-TZVPD", "species": ["C", "C", "C", "N", "N", "O", "O", "O", "O", "H", "H"], "positions_angstrom": [[-1.98550, 0.28963, -1.03155], [-3.71935, 0.07140, 0.38044], [-2.28594, -0.07126, 0.28411], [-2.99161, 0.68542, -1.74282], [7.48771, -0.83130, 0.55288], [7.62707, 0.23512, -0.07043], [7.27676, -0.71021, 1.81539], [-4.54723, 0.01183, 1.27571], [-4.13021, 0.55838, -0.84389], [-1.12063, 0.34789, -1.66867], [-1.61106, -0.58689, 1.04884]], "forces_ev_per_angstrom": [[0.03, 0.07, -0.27], [1.50, 1.06, -0.59], [0.46, -1.38, 1.26], [-1.92, 0.12, 0.26], [-0.26, 0.65, 1.75], [0.65, 1.35, -3.35], [-0.29, -2.01, 1.61], [-0.52, -0.64, 0.82], [0.59, 0.04, -0.82], [0.94, -0.31, 0.60], [-1.18, 1.04, -1.28]], "total_charge": -2, "orbital_gap_ev": [4.875, 7.385], "energy_ha": -525.812163, "spin_multiplicity": 3, "largest_force_ev_per_a": 3.667, "homo_energy_ev": [1.0197, -1.4903]}